A molecular structure, C9H18CaF9O14S3, computed with ωB97M-V/def2-TZVPD.

spin multiplicity = 1
LUMO energy = 1.31 eV
HOMO energy = -5.99 eV
total charge = -1
relative energy (zero: lowest compared OMol25 entry of this formula, charge and spin) = 0.000 eV
Kohn-Sham gap = 7.30 eV

```
54
C9H18CaF9O14S3 | the Open Molecules 2025 dataset | ωB97M-V/def2-TZVPD
Ca -11.75565 -13.16324 16.10600
C -7.93421 -14.15451 13.41550
F -8.35642 -15.40403 13.35127
F -6.62249 -14.09686 13.16860
F -8.54341 -13.40455 12.48455
S -8.24830 -13.43398 15.12143
O -9.72595 -13.30804 15.18908
O -7.72200 -14.45098 16.01168
O -7.55089 -12.15991 15.25293
C -12.18845 -16.79223 19.12236
F -11.53529 -17.27913 20.16435
F -13.29063 -17.50436 18.89081
F -12.53796 -15.51742 19.36989
S -11.04523 -16.64613 17.60575
O -11.60516 -15.52336 16.84722
O -9.74392 -16.36627 18.14976
O -11.11278 -17.92525 16.91375
C -10.15307 -12.75283 20.86357
F -9.09247 -12.76300 21.67231
F -10.95770 -13.77162 21.14246
F -10.81021 -11.59547 21.12488
S -9.49349 -12.77462 19.05192
O -9.18840 -11.38964 18.73167
O -8.31407 -13.63665 19.15451
O -10.61343 -13.29386 18.24371
C -12.04094 -10.49760 14.36291
C -11.71263 -10.13373 15.77617
O -10.87365 -11.10308 16.42192
O -12.71672 -11.79516 14.36628
H -11.19612 -10.62357 13.68708
H -12.76849 -9.80420 13.93567
H -12.58761 -9.99616 16.41983
H -11.23307 -9.15370 15.84121
H -10.05510 -10.63781 16.63603
H -13.38666 -11.94114 13.69824
C -14.99482 -12.98880 16.41997
C -14.54647 -12.94667 17.87573
O -13.19677 -12.49084 17.97662
O -14.32572 -14.04214 15.78300
H -14.88411 -11.99437 15.98027
H -16.07721 -13.15729 16.40878
H -14.60067 -13.89711 18.41488
H -15.17971 -12.26712 18.46054
H -12.99557 -12.19202 18.86664
H -14.86964 -14.81581 15.63799
C -12.94489 -15.54635 12.03195
C -11.90283 -14.65696 12.75417
O -11.85074 -14.81440 14.13764
H -13.94861 -15.28376 12.38001
H -12.84031 -16.59512 12.31122
H -12.83751 -15.36928 10.96348
H -12.00049 -13.62353 12.41371
H -10.99471 -14.88903 12.17886
H -11.64127 -15.73804 14.33236
```

Per-atom Löwdin charges, elementary charge units:
1. Ca 1.47
2. C -0.67
3. F 0.15
4. F 0.12
5. F 0.10
6. S 0.53
7. O -0.48
8. O -0.28
9. O -0.31
10. C -0.65
11. F 0.14
12. F 0.12
13. F 0.09
14. S 0.49
15. O -0.43
16. O -0.28
17. O -0.34
18. C -0.63
19. F 0.12
20. F 0.13
21. F 0.08
22. S 0.54
23. O -0.33
24. O -0.29
25. O -0.43
26. C -0.16
27. C -0.21
28. O -0.19
29. O -0.17
30. H 0.14
31. H 0.13
32. H 0.13
33. H 0.14
34. H 0.11
35. H 0.10
36. C -0.24
37. C -0.20
38. O -0.14
39. O -0.07
40. H 0.12
41. H 0.13
42. H 0.13
43. H 0.12
44. H 0.11
45. H 0.11
46. C -0.08
47. C -0.33
48. O -0.13
49. H 0.06
50. H 0.08
51. H 0.07
52. H 0.11
53. H 0.11
54. H 0.11

---

A molecular structure, C23H32As2Cl5MoSSi2, computed with ωB97M-V/def2-TZVPD.

spin multiplicity = 3
LUMO energy (alpha / beta) = -3.93 / -5.16 eV
HOMO energy (alpha / beta) = -10.67 / -10.94 eV
total charge = +1
Kohn-Sham gap (alpha / beta) = 6.73 / 5.78 eV

```
66
C23H32As2Cl5MoSSi2 | the Open Molecules 2025 dataset | ωB97M-V/def2-TZVPD
Mo -0.80151 -0.33311 0.45084
Cl 0.18306 1.92722 -1.17083
C -0.81085 0.90730 -2.19823
C -1.20067 -0.29805 -1.64116
C -1.89816 -1.16858 -2.47376
Cl -2.35610 -2.73807 -1.91347
C -2.23508 -0.80086 -3.78036
Cl -3.11078 -1.87558 -4.78706
C -1.86210 0.45268 -4.27830
Cl -2.27124 0.91058 -5.87399
C -1.12807 1.32390 -3.47752
Cl -0.58960 2.84140 -4.06186
C 0.15406 0.20111 4.06903
As 0.39193 0.99280 2.32216
C 2.30363 1.25139 2.20636
C -0.22854 2.79265 2.63013
S -1.57090 -1.99669 1.45274
H 0.66254 0.82327 4.80419
H 0.55463 -0.80832 4.08499
H -0.91199 0.16700 4.28418
H 2.61677 1.87029 3.04575
H 2.55406 1.74890 1.27091
H 2.81572 0.29168 2.24684
H 0.39360 3.23951 3.40380
H -1.26708 2.75275 2.94821
H -0.16352 3.37222 1.71152
C 1.46262 -4.55390 0.30589
Si 2.37548 -3.07286 0.92885
C 2.02309 -2.75979 2.72367
C 4.21391 -3.14698 0.69878
As 1.53902 -1.21127 -0.30014
Si 2.64961 -1.29521 -2.41527
C 1.76018 -0.36950 -3.73783
C 4.28422 -0.51206 -2.02855
C 2.80732 -3.07400 -2.90059
H 1.71733 -5.41497 0.93079
H 1.71268 -4.79401 -0.72651
H 0.38373 -4.39472 0.37037
H 2.48252 -3.55555 3.31709
H 0.95560 -2.74314 2.94722
H 2.46795 -1.81443 3.04398
H 4.59957 -3.94288 1.34279
H 4.67789 -2.20964 1.01444
H 4.53261 -3.35938 -0.32115
H 1.68062 0.69567 -3.51851
H 0.76455 -0.77354 -3.92926
H 2.34936 -0.47853 -4.65473
H 4.14959 0.52712 -1.72077
H 4.91599 -0.52141 -2.92145
H 4.81437 -1.03909 -1.23392
H 1.82974 -3.52200 -3.09153
H 3.32928 -3.67969 -2.16171
H 3.38255 -3.11088 -3.83099
C -2.20277 1.11137 0.72863
C -3.09563 1.92209 0.91009
C -4.15115 2.86870 1.11679
C -3.85866 4.22003 1.31056
C -4.88290 5.12841 1.51969
C -6.20288 4.69576 1.53818
C -6.49972 3.35229 1.34376
C -5.48085 2.43944 1.13246
H -2.82818 4.55089 1.28885
H -4.65275 6.17520 1.66700
H -7.00155 5.40678 1.70372
H -7.52807 3.01692 1.35535
H -5.70007 1.39138 0.97884
```

Per-atom Löwdin charges, elementary charge units:
1. Mo 0.46
2. Cl 0.67
3. C -0.72
4. C -0.42
5. C -0.70
6. Cl 0.66
7. C -0.71
8. Cl 0.72
9. C -0.71
10. Cl 0.73
11. C -0.73
12. Cl 0.73
13. C -0.26
14. As 0.98
15. C -0.29
16. C -0.27
17. S 0.21
18. H 0.05
19. H 0.00
20. H 0.04
21. H 0.04
22. H 0.03
23. H 0.00
24. H 0.04
25. H 0.03
26. H 0.03
27. C -0.20
28. Si 0.24
29. C -0.23
30. C -0.21
31. As 0.87
32. Si 0.27
33. C -0.20
34. C -0.21
35. C -0.21
36. H 0.05
37. H 0.02
38. H 0.02
39. H 0.05
40. H 0.00
41. H 0.02
42. H 0.05
43. H 0.04
44. H 0.02
45. H 0.02
46. H 0.03
47. H 0.06
48. H 0.04
49. H 0.05
50. H 0.02
51. H 0.04
52. H 0.01
53. H 0.05
54. C -0.27
55. C -0.08
56. C -0.25
57. C -0.04
58. C -0.07
59. C -0.07
60. C -0.07
61. C -0.03
62. H 0.11
63. H 0.11
64. H 0.11
65. H 0.11
66. H 0.12

---

A single C7H16 molecule, computed with ωB97M-V/def2-TZVPD.

structure (SMILES) = CC[C@@H](C)C(C)C
spin multiplicity = 1
LUMO energy = 1.13 eV
HOMO energy = -9.44 eV
total charge = 0
relative energy (zero: lowest compared OMol25 entry of this formula, charge and spin) = 1.877 eV
Kohn-Sham gap = 10.56 eV

```
23
C7H16 | the Open Molecules 2025 dataset | ωB97M-V/def2-TZVPD
C 2.26865 0.25970 -0.92389
C 1.60144 0.05781 0.43704
C 0.21912 -0.62578 0.44080
C -0.27219 -0.76692 1.87836
C -0.79937 0.00345 -0.49335
C -0.85408 1.53790 -0.47776
C -2.17269 -0.61431 -0.54479
H 2.30941 -0.67711 -1.49142
H 3.29714 0.61556 -0.79124
H 1.74624 1.00128 -1.53896
H 2.25666 -0.56610 1.05835
H 1.53907 1.02419 0.95817
H 0.33954 -1.62243 0.00060
H 0.47741 -1.30415 2.46913
H -0.43330 0.21309 2.34567
H -1.20941 -1.32947 1.93430
H -0.37241 -0.28316 -1.59604
H -0.46108 1.23884 -1.46790
H -1.82865 2.03722 -0.55003
H -0.12554 2.11291 0.10705
H -2.75956 -0.12068 -1.33050
H -2.03692 -1.66242 -0.81707
H -2.72945 -0.52943 0.39350
```

Per-atom Löwdin charges, elementary charge units:
1. C -0.10
2. C -0.24
3. C -0.39
4. C -0.07
5. C -0.47
6. C -0.06
7. C -0.09
8. H 0.08
9. H 0.07
10. H 0.06
11. H 0.11
12. H 0.10
13. H 0.14
14. H 0.08
15. H 0.09
16. H 0.07
17. H 0.15
18. H 0.06
19. H 0.08
20. H 0.07
21. H 0.08
22. H 0.08
23. H 0.08

---

2 unconnected molecules or ions with the total composition C7H8O, computed with ωB97M-V/def2-TZVPD.

spin multiplicity = 1
LUMO energy = 1.09 eV
HOMO energy = -9.41 eV
total charge = 0
relative energy (zero: lowest compared OMol25 entry of this formula, charge and spin) = 4.447 eV
Kohn-Sham gap = 10.50 eV

```
16
C7H8O | the Open Molecules 2025 dataset | ωB97M-V/def2-TZVPD
C 2.74571 -0.66159 -0.38953
C 1.23068 1.50441 -0.76116
C -0.87170 -1.32303 -0.47262
C -2.05827 -0.32761 -0.33593
C 0.02853 0.46337 1.40539
C 0.40699 0.88342 0.03740
C -0.67928 -0.06741 0.19938
O 2.59660 -0.78595 0.72450
H 1.97692 2.22851 -0.48395
H 0.86045 1.28759 -1.80835
H -0.83547 -2.21031 0.02316
H -0.44165 -1.27483 -1.45743
H -2.48861 -0.02158 -1.21733
H -2.72471 -0.73286 0.38199
H 0.61959 -0.18092 2.04370
H -0.36580 1.21877 2.11079
```

Per-atom Löwdin charges, elementary charge units:
1. C 0.02
2. C 0.00
3. C -0.07
4. C -0.01
5. C -0.03
6. C -0.29
7. C -0.38
8. O 0.03
9. H 0.07
10. H 0.10
11. H 0.08
12. H 0.11
13. H 0.07
14. H 0.09
15. H 0.09
16. H 0.12

---

The highest spin multiplicity belongs to which entry?
C23H32As2Cl5MoSSi2